(1)
17
Properties=species:S:1:pos:R:3 method="wB97M-V/def2-TZVPD" max_force_ev_per_a=0.42 homo_ev=-4.444 homo_lumo_gap_ev=8.103 total_charge=-1
S -1.083 -0.087 -1.226
H -1.838 0.998 -1.108
H 0.894 -0.517 -0.130
H 1.822 -1.670 -0.496
O 1.505 -1.178 0.265
H 0.824 -1.571 1.974
H -0.511 -2.134 2.433
O 0.366 -1.902 2.765
H -1.714 -1.784 0.366
H -1.457 -3.276 0.670
O -1.968 -2.517 0.957
H -0.158 2.756 -0.620
H -0.425 3.352 0.713
O 0.052 3.544 -0.095
H 0.668 1.442 -2.064
H 1.603 2.649 -1.914
O 1.421 1.898 -2.488

---

(2)
20
Properties=species:S:1:pos:R:3 method="wB97M-V/def2-TZVPD" max_force_ev_per_a=2.07 homo_ev=-9.143 homo_lumo_gap_ev=9.960
C 2.024 0.716 -0.730
N 1.212 -0.170 0.130
C 0.213 -0.986 -0.563
C -3.325 0.761 -0.473
C -2.034 0.095 -0.055
C -1.045 -0.205 -0.874
H 1.608 0.815 -1.729
H 3.024 0.291 -0.886
H 2.263 1.626 -0.171
H 1.869 -0.829 0.527
H 0.581 -1.446 -1.496
H -0.059 -1.809 0.098
H -3.347 1.792 -0.821
H -3.953 0.702 0.414
H -3.853 0.143 -1.197
H -2.048 -0.365 0.936
H -0.913 0.399 -1.778
H 2.388 -1.240 3.013
H 2.505 0.142 2.490
O 2.890 -0.431 3.166

---

(3)
12
Properties=species:S:1:pos:R:3 method="wB97M-V/def2-TZVPD" max_force_ev_per_a=0.56 homo_ev=-9.909 homo_lumo_gap_ev=10.599
O -2.153 0.214 1.070
C -1.658 -0.288 0.093
C -0.383 0.235 -0.567
C 0.559 0.966 0.405
N 1.561 -0.048 0.754
C 1.382 -0.999 -0.056
O 0.374 -0.922 -0.971
H -2.087 -1.188 -0.401
H -0.641 0.809 -1.465
H 1.060 1.827 -0.052
H 0.022 1.307 1.293
H 1.964 -1.914 -0.103

---

(4)
11
Properties=species:S:1:pos:R:3 method="wB97M-V/def2-TZVPD" max_force_ev_per_a=2.68 homo_ev="-14.490 / -14.123" homo_lumo_gap_ev="7.758 / 7.759" total_charge=+1
C -2.098 0.353 -0.427
C 0.664 -0.841 0.446
C 1.423 0.251 -0.330
N -0.270 0.225 0.765
O 0.433 1.165 0.151
Cl -3.483 -0.317 0.014
H -2.063 1.408 -0.995
H 0.235 -1.848 0.131
H 1.338 -0.968 1.281
H 2.283 0.280 0.313
H 1.537 0.291 -1.348

---

(5)
12
Properties=species:S:1:pos:R:3 method="wB97M-V/def2-TZVPD" multiplicity=3 max_force_ev_per_a=5.66 homo_ev="-6.578 / -9.599" homo_lumo_gap_ev="6.565 / 6.414"
C -1.770 -1.903 -0.515
C 0.128 -0.544 1.794
C -0.566 0.378 -1.035
C -1.657 -0.737 0.285
N -1.665 -2.791 -1.198
N -1.085 -0.778 1.548
I -3.402 0.479 0.274
H 0.394 -0.185 2.751
H 1.076 -0.678 1.225
H 0.333 -0.197 -1.167
H -0.983 0.264 -2.032
H -0.558 1.410 -0.666

---

(6)
105
Properties=species:S:1:pos:R:3 method="wB97M-V/def2-TZVPD" max_force_ev_per_a=0.86 homo_ev=-16.020 homo_lumo_gap_ev=8.852 total_charge=+3
Hf 0.464 -0.356 0.741
C 2.530 1.539 4.107
C 2.299 0.269 3.328
C 2.766 -0.987 4.029
O 0.856 0.113 2.984
C 2.889 0.379 1.910
O 3.568 1.278 1.512
O 2.410 -0.618 1.125
H 2.227 1.416 5.148
H 1.981 2.375 3.673
H 3.591 1.782 4.091
H 2.262 -1.085 4.992
H 3.838 -0.923 4.226
H 2.572 -1.873 3.427
H 0.311 0.306 3.755
C -1.914 -1.306 3.750
N -2.414 -2.178 2.702
C -2.715 -3.544 3.145
C -2.462 -1.826 1.414
N -1.613 -0.866 0.949
C -2.092 -0.013 -0.112
C -3.314 0.650 0.043
C -3.807 1.476 -0.943
C -3.040 1.710 -2.084
C -1.801 1.122 -2.220
C -1.316 0.218 -1.266
N -0.017 -0.371 -1.360
C 0.586 -0.507 -2.573
N -0.090 -0.968 -3.634
C 0.110 -0.419 -4.980
C -1.236 -1.856 -3.490
N 1.887 -0.236 -2.707
C 2.721 -0.917 -3.696
C 2.602 0.739 -1.887
N -3.346 -2.422 0.607
C -3.066 -2.605 -0.809
C -4.665 -2.862 1.062
H -2.532 -1.444 4.637
H -1.981 -0.265 3.437
H -0.885 -1.567 4.008
H -1.896 -3.877 3.783
H -2.776 -4.204 2.286
H -3.642 -3.585 3.715
H -3.884 0.474 0.948
H -4.774 1.947 -0.828
H -3.409 2.367 -2.861
H -1.193 1.349 -3.089
H 0.790 0.426 -4.945
H -0.856 -0.071 -5.348
H 0.497 -1.172 -5.666
H -1.057 -2.557 -2.680
H -1.338 -2.421 -4.414
H -2.164 -1.305 -3.316
H 2.241 -1.840 -4.010
H 3.676 -1.147 -3.223
H 2.918 -0.291 -4.567
H 1.896 1.374 -1.361
H 3.197 1.368 -2.549
H 3.266 0.252 -1.174
H -1.996 -2.510 -0.968
H -3.607 -1.880 -1.421
H -3.378 -3.610 -1.096
H -4.868 -2.472 2.055
H -4.748 -3.948 1.072
H -5.407 -2.458 0.371
C 0.626 -6.075 -0.264
N 1.577 -5.035 -0.620
C 2.665 -5.311 -1.569
C 3.477 -4.006 -1.551
N 2.584 -3.088 -0.820
C 1.591 -3.782 -0.216
S 0.529 -3.120 0.947
H -0.025 -6.292 -1.112
H 0.034 -5.751 0.586
H 1.177 -6.975 0.003
H 2.252 -5.538 -2.553
H 3.235 -6.174 -1.227
H 3.675 -3.637 -2.554
H 4.424 -4.117 -1.024
H 2.972 -2.315 -0.296
N 0.440 1.821 0.762
S -0.551 3.012 0.252
C 0.323 3.887 -1.011
C 1.700 4.086 -0.951
C 2.306 4.849 -1.934
C 1.540 5.411 -2.951
C 0.169 5.211 -2.996
C -0.452 4.441 -2.021
C -0.646 4.172 1.575
C -1.909 4.689 1.828
C -2.053 5.654 2.819
C -0.945 6.074 3.536
C 0.316 5.545 3.272
C 0.477 4.592 2.283
H 1.303 2.209 1.146
H 2.301 3.659 -0.156
H 3.374 5.021 -1.902
H 2.018 6.018 -3.708
H -0.420 5.661 -3.784
H -1.524 4.287 -2.039
H -2.768 4.347 1.264
H -3.028 6.071 3.027
H -1.057 6.826 4.306
H 1.175 5.892 3.832
H 1.468 4.213 2.063

---

(7)
82
Properties=species:S:1:pos:R:3 method="wB97M-V/def2-TZVPD" multiplicity=6 max_force_ev_per_a=3.75 homo_ev="-12.708 / -12.708" homo_lumo_gap_ev="7.432 / 5.941" total_charge=+1
Fe -6.125 -25.125 9.156
C -8.140 -23.298 5.667
C -8.064 -24.366 6.742
O -7.091 -24.176 7.687
H -8.822 -23.504 4.848
H -7.134 -23.254 5.240
H -8.366 -22.338 6.129
H -7.976 -25.380 6.322
H -9.037 -24.426 7.271
C -7.865 -21.697 9.957
C -7.585 -22.863 10.881
O -6.765 -23.877 10.408
H -8.330 -20.866 10.478
H -8.496 -22.035 9.125
H -6.974 -21.363 9.416
H -8.544 -23.239 11.272
H -7.130 -22.514 11.825
C -4.724 -15.955 8.429
C -5.653 -16.554 9.474
C -6.800 -15.623 9.890
O -7.946 -16.433 9.673
C -7.623 -17.660 9.237
O -8.405 -18.550 9.153
O -6.295 -17.718 8.965
H -5.207 -15.868 7.457
H -3.886 -16.650 8.342
H -4.266 -15.013 8.724
H -5.010 -16.839 10.311
H -6.811 -14.783 9.189
H -6.719 -15.152 10.867
C -2.598 -19.497 7.859
C -3.846 -20.217 8.281
C -4.938 -20.496 7.204
O -5.238 -21.887 7.362
C -4.452 -22.421 8.300
O -4.529 -23.540 8.732
O -3.536 -21.554 8.677
H -1.936 -19.252 8.689
H -2.864 -18.511 7.480
H -2.101 -20.143 7.137
H -4.406 -19.635 9.019
H -4.566 -20.267 6.203
H -5.844 -19.920 7.375
C -10.743 -24.624 9.554
C -11.615 -25.659 10.275
C -10.917 -26.211 11.564
O -11.658 -25.709 12.649
C -12.757 -25.041 12.194
O -13.633 -24.701 12.905
O -12.702 -24.914 10.859
H -10.903 -23.588 9.842
H -10.988 -24.697 8.489
H -9.678 -24.851 9.626
H -11.970 -26.408 9.576
H -9.914 -25.792 11.606
H -10.968 -27.297 11.491
C -3.848 -20.881 11.789
C -4.430 -20.913 13.187
C -4.569 -22.271 13.904
O -4.110 -22.005 15.203
C -3.655 -20.718 15.313
O -3.401 -20.210 16.350
O -3.586 -20.154 14.092
H -2.991 -21.555 11.764
H -3.401 -19.901 11.621
H -4.691 -21.114 11.141
H -5.357 -20.340 13.302
H -4.009 -23.016 13.331
H -5.614 -22.583 13.874
C -11.807 -21.942 7.473
C -11.243 -20.600 7.867
C -10.248 -19.982 6.880
O -10.686 -18.657 6.697
C -11.981 -18.565 7.118
O -12.694 -17.651 6.895
O -12.329 -19.662 7.830
H -12.447 -22.462 8.187
H -10.950 -22.591 7.264
H -12.473 -21.835 6.615
H -10.723 -20.612 8.829
H -10.155 -20.611 5.981
H -9.223 -20.023 7.258

---

(8)
122
Properties=species:S:1:pos:R:3 method="wB97M-V/def2-TZVPD" multiplicity=5 max_force_ev_per_a=8.46 homo_ev="-6.638 / -6.638" homo_lumo_gap_ev="5.258 / 5.274"
Cr 13.117 15.194 8.717
F 10.099 23.033 11.447
C 11.322 22.526 11.165
C 12.420 23.245 10.809
F 12.287 24.592 10.539
C 13.683 22.690 10.733
F 14.718 23.571 10.623
C 13.943 21.384 11.081
P 15.463 20.443 11.128
C 15.980 20.803 12.821
C 15.435 21.771 13.637
C 15.781 21.831 14.962
C 16.873 21.077 15.425
C 17.548 20.231 14.553
C 17.096 20.060 13.266
C 16.472 21.476 10.046
C 17.614 22.129 10.526
C 18.445 22.800 9.665
C 18.170 22.874 8.302
C 16.975 22.342 7.858
C 16.186 21.530 8.699
C 12.825 20.615 11.424
Br 13.060 18.927 12.203
C 11.574 21.227 11.541
F 10.579 20.516 12.214
H 14.728 22.545 13.249
H 15.308 22.572 15.608
H 17.114 21.022 16.446
H 18.464 19.782 14.881
H 17.453 19.199 12.703
H 17.808 22.253 11.591
H 19.250 23.327 10.062
H 18.787 23.367 7.588
H 16.600 22.504 6.811
H 15.349 20.951 8.346
N 11.590 15.048 9.616
S 10.286 14.360 10.008
N 9.943 12.764 9.879
S 10.993 11.502 9.764
N 12.527 11.606 9.938
S 13.921 12.320 9.410
N 14.007 13.746 8.853
C 14.525 11.137 8.213
C 15.751 11.416 7.675
C 16.452 10.444 6.932
C 15.862 9.201 6.739
C 14.630 8.906 7.297
C 13.916 9.887 8.007
C 14.959 12.324 10.833
C 15.942 13.290 10.972
C 16.567 13.375 12.241
C 16.300 12.443 13.265
C 15.466 11.400 12.975
C 14.755 11.334 11.793
C 10.358 10.699 8.278
C 9.517 9.572 8.331
C 9.264 8.889 7.134
C 9.719 9.340 5.904
C 10.465 10.504 5.931
C 10.882 11.082 7.102
C 10.486 10.400 11.173
C 9.654 10.841 12.230
C 9.610 10.034 13.376
C 10.356 8.804 13.392
C 11.096 8.422 12.308
C 11.243 9.250 11.218
C 8.974 15.051 9.069
C 8.167 14.360 8.149
C 7.207 15.014 7.390
C 7.047 16.417 7.593
C 7.854 17.074 8.470
C 8.843 16.381 9.206
C 9.780 14.630 11.678
C 8.460 14.415 12.054
C 8.066 14.757 13.342
C 8.917 15.507 14.171
C 10.204 15.753 13.786
C 10.677 15.216 12.584
H 16.167 12.383 7.822
H 17.434 10.699 6.471
H 16.386 8.365 6.194
H 14.191 7.905 7.233
H 12.953 9.603 8.420
H 16.110 14.140 10.264
H 17.327 14.123 12.347
H 16.792 12.479 14.251
H 15.345 10.598 13.676
H 14.160 10.428 11.583
H 9.138 9.182 9.287
H 8.708 7.943 7.352
H 9.551 8.737 5.017
H 10.713 11.026 5.022
H 11.575 11.923 7.075
H 9.100 11.761 12.170
H 9.077 10.379 14.244
H 10.310 8.164 14.292
H 11.599 7.462 12.265
H 11.923 9.038 10.438
H 8.332 13.290 7.911
H 6.578 14.335 6.703
H 6.329 16.950 7.031
H 7.636 18.136 8.630
H 9.477 16.942 9.873
H 7.796 13.844 11.415
H 7.090 14.403 13.746
H 8.550 15.748 15.223
H 10.963 16.372 14.306
H 11.807 15.281 12.418
O 14.206 16.046 12.013
H 14.848 15.573 12.551
H 14.685 16.781 11.597
B 14.617 18.537 5.880
C 14.000 17.659 7.090
N 13.743 16.790 7.816
H 15.026 19.684 6.281
H 13.869 18.730 4.936
H 15.539 17.836 5.464
F 16.973 16.664 9.509
B 17.340 17.517 10.609
F 16.349 17.596 11.618
F 18.540 16.966 11.207
F 17.591 18.932 10.197

---

(9)
72
Properties=species:S:1:pos:R:3 method="wB97M-V/def2-TZVPD" multiplicity=3 max_force_ev_per_a=1.97 homo_ev="-16.416 / -16.931" homo_lumo_gap_ev="8.578 / 5.740" total_charge=+3
Au -0.431 0.003 -0.138
P -3.008 -0.108 0.182
P -0.073 -2.362 0.220
P -0.271 2.388 0.153
H 4.744 -0.859 -0.900
C 4.561 0.097 -0.406
C 4.490 0.150 0.942
H 4.636 -0.742 1.570
C -3.732 -0.100 -1.494
C -3.794 -1.580 0.929
C -3.908 1.271 0.990
C 1.718 -2.720 0.239
C -0.705 -3.444 1.567
C -0.682 -3.279 -1.239
C 1.483 2.872 0.240
C -1.053 3.464 1.412
C -0.880 3.149 -1.383
H 4.596 1.010 -1.001
H 4.498 1.120 1.462
H -4.823 -0.192 -1.451
H -3.302 -0.921 -2.070
H -3.441 0.824 -2.000
H -4.891 -1.478 0.885
H -3.496 -1.683 1.980
H -3.493 -2.488 0.391
H -4.992 1.079 0.960
H -3.686 2.214 0.479
H -3.597 1.357 2.037
H 1.918 -3.759 -0.051
H 2.146 -2.545 1.236
H 2.229 -2.059 -0.469
H -0.530 -4.502 1.303
H -1.785 -3.306 1.696
H -0.213 -3.252 2.527
H -0.369 -4.330 -1.191
H -0.300 -2.809 -2.153
H -1.775 -3.238 -1.266
H 1.618 3.906 -0.094
H 2.082 2.210 -0.394
H 1.851 2.788 1.269
H -1.236 4.460 0.988
H -0.411 3.588 2.289
H -2.010 3.051 1.743
H -0.608 4.208 -1.402
H -1.968 3.055 -1.431
H -0.460 2.625 -2.247
C 1.000 0.087 -3.969
C 2.360 -0.137 -3.618
C 3.349 -0.076 -4.597
C 3.018 0.203 -5.937
C 1.688 0.481 -6.280
C 0.689 0.434 -5.315
Se -0.406 -0.167 -2.769
H -0.036 0.149 1.784
H 2.623 -0.337 -2.572
H 4.393 -0.279 -4.332
H 3.788 0.218 -6.701
H 1.409 0.720 -7.321
H -0.361 0.652 -5.570
C 0.061 1.568 3.945
P -0.087 -0.053 3.232
C 1.405 -0.955 3.563
C -1.517 -0.848 3.910
H 0.872 2.158 3.491
H 0.314 1.281 4.972
H -0.900 2.099 3.912
H 1.527 -0.746 4.633
H 1.259 -2.024 3.368
H 2.239 -0.566 2.958
H -1.312 -0.744 4.984
H -2.460 -0.337 3.662
H -1.565 -1.914 3.659

---

(10)
13
Properties=species:S:1:pos:R:3 method="wB97M-V/def2-TZVPD" max_force_ev_per_a=1.69 homo_ev=-9.272 homo_lumo_gap_ev=9.826
C -1.040 0.359 0.343
C 0.227 0.818 -0.307
C 1.474 0.437 0.534
H -0.392 -1.792 -0.976
H -1.973 -2.298 -0.874
H -1.396 0.956 1.202
H 0.427 0.376 -1.296
H 2.407 0.906 0.140
N -1.355 -1.503 -0.917
N -1.724 -0.664 0.051
Cl 0.211 2.616 -0.577
Cl 1.773 -1.318 0.512
Cl 1.360 1.107 2.165

---

(11)
25
Properties=species:S:1:pos:R:3 method="wB97M-V/def2-TZVPD" max_force_ev_per_a=2.50 homo_ev=-4.494 homo_lumo_gap_ev=7.789 total_charge=-1
Cl -0.082 0.483 0.026
C 2.267 -1.346 -3.937
O 2.238 0.052 -3.721
H 2.966 -1.836 -3.259
H 1.241 -1.656 -3.739
H 2.534 -1.606 -4.961
H 1.885 0.173 -2.836
C -4.675 2.092 -2.253
O -4.243 2.281 -0.907
H -4.559 1.069 -2.611
H -5.643 2.540 -2.479
H -3.975 2.635 -2.888
H -3.344 1.959 -0.807
C 4.850 -0.136 2.035
O 4.401 -0.279 0.693
H 4.150 -0.545 2.764
H 5.765 -0.690 2.240
H 5.051 0.913 2.256
H 3.444 -0.255 0.625
C -2.717 -0.955 4.131
O -1.603 -1.646 3.727
H -2.246 -0.081 4.582
H -3.335 -0.529 3.340
H -3.230 -1.485 4.932
H -1.139 -1.154 3.046